No. 1
{"formula": "C18H28F5ORuS2Si2Te", "method": "wB97M-V/def2-TZVPD", "symbols": ["Ru", "C", "C", "S", "C", "C", "S", "H", "H", "H", "H", "H", "H", "F", "C", "C", "F", "C", "F", "C", "O", "C", "F", "C", "F", "C", "Si", "C", "C", "C", "Te", "C", "Si", "C", "C", "C", "H", "H", "H", "H", "H", "H", "H", "H", "H", "H", "H", "H", "H", "H", "H", "H", "H", "H", "H", "H", "H", "H"], "xyz": [[-0.2090, 0.4838, 0.6030], [-2.0761, -0.2114, -3.6529], [-1.8063, 0.1314, -2.2117], [-0.2126, -0.0211, -1.6698], [-2.7987, 0.5896, -1.3610], [-4.2344, 0.7172, -1.7771], [-2.4289, 1.0523, 0.2445], [-1.2983, -0.8585, -4.0522], [-2.0917, 0.7020, -4.2567], [-3.0409, -0.7078, -3.7697], [-4.7494, -0.2375, -1.6425], [-4.3162, 0.9989, -2.8274], [-4.7506, 1.4603, -1.1725], [5.9210, -2.6505, 2.1894], [4.9028, -1.9084, 1.8174], [5.1197, -0.7440, 1.0971], [6.3559, -0.3951, 0.7738], [4.0594, 0.0497, 0.7286], [4.2856, 1.1678, 0.0627], [2.7423, -0.2948, 1.0541], [1.7579, 0.5247, 0.7306], [2.5606, -1.4945, 1.7546], [1.3297, -1.8731, 2.0812], [3.6116, -2.2850, 2.1482], [3.3932, -3.3955, 2.8354], [1.2132, 2.7957, 3.9135], [-0.3839, 3.3279, 3.1419], [-0.9981, 4.9362, 3.8183], [-0.1598, 3.5054, 1.2957], [-1.6997, 2.0330, 3.5655], [-1.1491, 0.0528, 2.9953], [0.0721, -0.4079, 4.6844], [-0.5759, -1.9438, 5.6283], [-0.4492, -3.3781, 4.4552], [0.5083, -2.1492, 7.1112], [-2.3325, -1.6337, 6.1411], [2.0017, 3.5308, 3.7229], [1.5504, 1.8394, 3.5050], [1.1107, 2.6927, 4.9979], [-0.2559, 5.7288, 3.6515], [-1.1800, 4.8744, 4.8967], [-1.9278, 5.2410, 3.3284], [0.6058, 4.2687, 1.1055], [-1.0787, 3.8122, 0.7931], [0.2191, 2.6106, 0.7793], [-2.6478, 2.2367, 3.0661], [-1.8772, 2.0097, 4.6425], [0.0753, 0.4956, 5.3002], [1.0932, -0.5960, 4.3354], [0.5966, -3.6494, 4.2763], [-0.9106, -3.1586, 3.4909], [-0.9591, -4.2581, 4.8632], [1.5616, -2.2666, 6.8367], [0.2063, -3.0413, 7.6753], [0.4190, -1.2864, 7.7802], [-2.9845, -1.4218, 5.2921], [-2.3954, -0.7941, 6.8431], [-2.7330, -2.5184, 6.6477]], "total_charge": 1, "orbital_gap_ev": [7.54, 5.48], "multiplicity": 5}



No. 2
{"formula": "C18H28F7N5O9P", "method": "wB97M-V/def2-TZVPD", "symbols": ["C", "C", "O", "O", "C", "O", "C", "N", "C", "N", "C", "C", "O", "N", "C", "C", "N", "C", "C", "C", "O", "P", "N", "O", "C", "F", "F", "C", "F", "F", "C", "F", "F", "F", "H", "H", "H", "H", "H", "H", "H", "H", "H", "H", "H", "H", "H", "H", "H", "H", "H", "H", "H", "H", "H", "H", "H", "H", "C", "C", "O", "C", "O", "O", "H", "H", "H", "H"], "xyz": [[4.5628, -1.0184, -1.3418], [3.8222, -0.0531, -2.3728], [3.2859, -0.5681, -3.3904], [3.7226, 1.3789, -2.2652], [2.6135, 1.7506, -1.4041], [1.5560, 2.0686, -1.9690], [2.9174, 1.7411, 0.1515], [1.7761, 1.9936, 1.0471], [0.5890, 1.1616, 0.8163], [0.7294, -0.2562, 0.5559], [0.4133, -0.6574, -0.8629], [-0.3636, -2.0757, -0.8974], [-1.5184, -2.1037, -1.4115], [0.1971, -3.3443, -0.4227], [-0.8336, -4.4455, -0.6201], [0.4553, -3.3474, 1.0545], [-0.6024, 1.7853, 0.8791], [-0.7597, 3.2685, 1.0953], [-2.1696, 3.7234, 1.7005], [-2.0536, 5.3398, 1.9119], [-2.4443, 3.1851, 3.0276], [-2.1734, 0.8920, 0.7047], [-2.0531, -0.6783, 1.5440], [-2.4771, 0.6272, -0.9881], [2.1215, 2.1705, 2.4589], [0.9980, 2.1102, 3.3398], [2.6294, 3.5134, 2.5912], [3.2383, 1.2072, 3.0641], [4.5606, 1.6722, 2.7403], [3.1716, -0.1476, 2.6482], [3.2324, 1.1331, 4.6949], [2.2005, 0.2610, 5.1642], [3.1775, 2.3897, 5.3052], [4.4486, 0.4592, 5.0329], [5.0206, -1.9519, -1.8017], [3.7791, -1.3857, -0.5739], [5.3046, -0.3786, -0.7383], [3.6821, 2.5926, 0.3378], [3.5205, 0.7764, 0.3647], [1.6800, -0.6073, 0.7306], [-0.0762, 0.1478, -1.4999], [1.4357, -0.8732, -1.3679], [-0.3898, -5.4014, -0.1450], [-1.1123, -4.6004, -1.7117], [-1.7412, -4.1822, 0.0476], [0.7121, -4.3903, 1.4268], [1.3815, -2.6742, 1.2397], [-0.4028, -2.8713, 1.6458], [-0.6772, 3.7488, 0.0442], [0.0496, 3.7457, 1.7342], [-3.0586, 3.6004, 0.9771], [-2.1211, 5.7867, 0.8471], [-1.0977, 5.6461, 2.4552], [-3.0164, 5.6579, 2.4365], [-3.2713, 2.6596, 2.9307], [-1.2400, -0.7047, 2.1732], [-2.9349, -0.9094, 2.0174], [-3.2261, -0.0282, -0.9558], [-3.2493, -2.9951, -5.0442], [-3.8390, -2.7269, -3.6927], [-5.1642, -2.3158, -3.9961], [-5.4761, -2.8370, -5.2160], [-6.5715, -2.8233, -5.6957], [-4.3790, -3.3762, -5.8166], [-2.5054, -3.7930, -5.0241], [-2.8008, -2.1025, -5.4902], [-3.8812, -3.6247, -3.0688], [-3.3038, -1.9449, -3.1524]], "total_charge": 1, "orbital_gap_ev": 7.51, "multiplicity": 1}



No. 3
{"formula": "C18H28N2O2", "method": "wB97M-V/def2-TZVPD", "symbols": ["C", "C", "C", "C", "C", "C", "C", "C", "N", "C", "O", "C", "C", "C", "N", "C", "C", "C", "O", "C", "C", "C", "H", "H", "H", "H", "H", "H", "H", "H", "H", "H", "H", "H", "H", "H", "H", "H", "H", "H", "H", "H", "H", "H", "H", "H", "H", "H", "H", "H"], "xyz": [[4.9875, 1.8907, -0.6323], [4.7477, 0.4821, -0.1732], [5.7998, -0.4108, -0.0495], [5.5734, -1.7132, 0.3583], [4.2910, -2.1256, 0.6632], [3.2130, -1.2547, 0.5659], [1.8400, -1.7105, 0.9446], [3.4518, 0.0491, 0.1274], [2.3936, 0.9815, 0.0082], [1.2890, 0.8456, -0.7712], [1.0445, -0.1478, -1.4228], [0.3746, 2.0584, -0.7217], [-0.3848, 2.1245, 0.6067], [-1.3291, 0.9254, 0.7704], [-2.3351, 0.9400, -0.2805], [-3.6972, 1.1520, 0.1731], [-4.3275, -0.1190, 0.7692], [-5.7906, 0.0911, 1.1315], [-4.2616, -1.1808, -0.1649], [-2.9292, -1.4552, -0.5727], [-2.9714, -2.6061, -1.5661], [-2.2942, -0.1983, -1.1853], [6.0186, 2.0140, -0.9522], [4.7975, 2.6017, 0.1742], [4.3333, 2.1393, -1.4675], [6.8026, -0.0847, -0.2840], [6.3990, -2.4038, 0.4430], [4.1172, -3.1393, 0.9933], [1.2277, -1.8225, 0.0498], [1.3580, -0.9759, 1.5896], [1.8823, -2.6647, 1.4636], [2.5898, 1.9044, 0.3684], [0.9602, 2.9698, -0.8616], [-0.3512, 1.9748, -1.5296], [0.3148, 2.1466, 1.4462], [-0.9762, 3.0413, 0.6274], [-1.7916, 0.9777, 1.7626], [-0.7414, 0.0043, 0.7277], [-3.7123, 1.9614, 0.9054], [-4.2890, 1.4568, -0.6962], [-3.7584, -0.4083, 1.6736], [-6.2080, -0.8320, 1.5238], [-5.8840, 0.8747, 1.8785], [-6.3498, 0.3719, 0.2432], [-2.3449, -1.7543, 0.3178], [-3.4303, -3.4769, -1.1059], [-1.9635, -2.8541, -1.8862], [-3.5632, -2.3202, -2.4313], [-1.2610, -0.3965, -1.4708], [-2.8613, 0.0762, -2.0808]], "smiles": "Cc1cccc(C)c1NC(=O)CCCN1C[C@@H](C)O[C@@H](C)C1", "orbital_gap_ev": 8.59, "multiplicity": 1}



No. 4
{"formula": "C18H28N2O3", "method": "wB97M-V/def2-TZVPD", "symbols": ["C", "H", "O", "C", "C", "C", "C", "C", "C", "H", "H", "C", "C", "H", "H", "C", "O", "C", "C", "H", "H", "H", "H", "H", "H", "C", "O", "N", "H", "C", "C", "H", "H", "C", "N", "C", "H", "H", "H", "C", "H", "H", "H", "H", "H", "H", "H", "H", "H", "H", "H"], "xyz": [[4.5138, 0.9638, -3.3488], [4.8719, 0.9177, -4.3203], [3.5321, -0.2769, -3.3421], [2.8171, -0.4267, -2.3391], [2.7460, 0.3616, -1.3214], [2.1484, 0.0517, -0.1298], [1.3713, -0.9458, -0.1511], [1.2142, -1.9673, -1.4344], [2.0383, -1.6019, -2.5096], [1.9518, -2.0718, -3.3367], [0.7300, -2.8760, -1.3838], [0.4520, -1.7196, 0.8814], [0.6492, -2.9156, 1.3385], [0.6864, -3.7827, 0.7474], [1.8059, -3.0265, 1.6132], [0.1048, -3.3262, 2.7232], [0.0010, -2.3358, 3.7479], [-0.3750, -1.1494, 3.3501], [0.3627, -0.7981, 2.2663], [0.1576, 0.3681, 2.0285], [1.4425, -0.6273, 2.4631], [-0.1638, -0.5718, 4.2821], [-1.3843, -1.3967, 3.0957], [0.5679, -4.2949, 3.1948], [-1.0795, -3.8695, 2.3113], [-1.1099, -1.6605, 0.4642], [-1.8646, -2.4568, 0.3495], [-1.3884, -0.5994, -0.0595], [-0.6750, 0.4307, -0.1515], [-2.7159, -0.1207, -0.6571], [-3.5010, 0.7105, 0.1148], [-4.0167, 0.2903, 0.8504], [-4.3252, 1.1803, -0.4761], [-2.7075, 2.0807, 0.5455], [-1.6823, 2.5068, -0.3989], [-0.5629, 3.1006, 0.3876], [0.0018, 3.3964, -0.5871], [-0.8879, 4.3180, 0.8835], [-0.1107, 2.6518, 1.0639], [-2.1084, 3.1368, -1.4109], [-2.8021, 4.2457, -0.9781], [-2.7940, 2.6410, -1.8317], [-1.4687, 3.4902, -2.2410], [-3.3280, 2.9438, 0.8907], [-2.0305, 1.5574, 1.4027], [-3.3921, -1.1148, -0.6910], [-2.6418, 0.2888, -1.6858], [2.0321, 0.6729, 0.8540], [3.5311, 1.0330, -1.0905], [4.1341, 1.8599, -3.3164], [5.2520, 0.7343, -2.6576]], "orbital_gap_ev": 8.69, "multiplicity": 1}



Calculated E in order - -3015.27317, -2693.63868, -962.70176, -1037.28312 a.u.